Entry 1:
C12H11IrN2O2STe4 | the ωB97M-V functional and the def2-TZVPD basis

```
33
Properties=species:S:1:pos:R:3
Ir 2.8995 0.3869 1.5825
Te 5.5698 -0.1375 1.6146
Te 6.4513 2.3239 1.6983
Te 4.2923 4.0068 1.7950
Te 1.9555 2.7417 2.2857
C -2.9950 1.8370 -3.8766
C -2.4230 1.5309 -2.5199
C -1.4178 2.3229 -1.9690
C -0.9076 2.0574 -0.7102
C -1.4058 0.9792 0.0087
C -2.4151 0.1792 -0.5134
C -2.9118 0.4607 -1.7747
S -0.7522 0.5926 1.5877
O -0.3912 1.8642 2.2304
O -1.6868 -0.2595 2.2592
N 0.6620 -0.1150 1.3531
C 0.8518 -1.4756 1.3188
C -0.0443 -2.5313 1.1441
C 0.4703 -3.8071 1.1146
C 1.8440 -4.0370 1.2551
C 2.6621 -2.9542 1.4331
N 2.1675 -1.7047 1.4736
H -2.3899 2.5694 -4.4081
H -4.0052 2.2398 -3.7840
H -3.0588 0.9354 -4.4860
H -1.0386 3.1679 -2.5305
H -0.1422 2.6967 -0.2889
H -2.8225 -0.6323 0.0736
H -3.7041 -0.1549 -2.1834
H -1.1023 -2.3448 1.0501
H -0.2016 -4.6441 0.9763
H 2.2574 -5.0340 1.2330
H 3.7324 -3.0607 1.5572
```

## Properties
- Spin multiplicity: 6
- Charge: +1
- HOMO-LUMO gap (spin up / spin down): 6.4 / 5.0 eV
- E_tot: -62536.038 eV
- Strongest force on any atom: 0.70 eV/Å
- E_HOMO (spin up / spin down): -10.8 / -11.5 eV
- E_LUMO (spin up / spin down): -4.40 / -6.45 eV

Population analysis type natural (NBO), resulting atomic charges in e: 0.8055 0.0172 0.2462 0.0418 0.3891 -0.6373 0.0280 -0.2171 -0.1183 -0.4068 -0.1577 -0.2076 2.3531 -0.9916 -0.9138 -0.9912 0.3945 -0.2755 -0.1013 -0.2773 0.0629 -0.5683 0.2225 0.2362 0.2299 0.2201 0.2099 0.2406 0.2253 0.2544 0.2369 0.2432 0.2067


Entry 2:
C12H11N2O6S2V | the ωB97M-V functional and the def2-TZVPD basis

```
34
Properties=species:S:1:pos:R:3
V 0.3913 -1.8346 -2.2812
O 1.0598 -3.2203 -5.1082
S 0.8703 -3.6110 -3.7769
O 0.7034 -4.8959 -3.2526
O -0.4984 -2.7410 -3.2613
O 1.7413 -2.7183 -2.8203
C 0.5179 2.5124 4.5064
C 0.7368 1.5806 3.3669
C 1.2409 2.0476 2.1438
C 1.3983 1.2007 1.0665
C 1.0635 -0.1392 1.2438
C 0.5735 -0.6530 2.4454
C 0.4178 0.2185 3.4997
S 1.2335 -1.2696 -0.0622
O 1.6445 -0.5984 -1.3235
O 1.8029 -2.5214 0.2442
N -0.3942 -1.6232 -0.5641
C -1.0979 -0.5801 -1.1804
C -2.1561 0.1316 -0.6374
C -2.7107 1.1504 -1.3986
C -2.2311 1.4354 -2.6793
C -1.1935 0.6798 -3.1906
N -0.6515 -0.2763 -2.4356
H 1.2199 3.3440 4.4964
H 0.5606 1.9916 5.4606
H -0.4810 2.9541 4.4327
H 1.5253 3.0876 2.0524
H 1.8069 1.5504 0.1266
H 0.3557 -1.7107 2.5389
H 0.0604 -0.1470 4.4532
H -2.4983 -0.1108 0.3597
H -3.5339 1.7274 -0.9967
H -2.6683 2.2242 -3.2748
H -0.8097 0.8147 -4.1932
```

## Properties
- Spin multiplicity: 1
- Charge: +2
- HOMO-LUMO gap: 5.3 eV
- Energy above the lowest of the compared OMol25 structures with the same formula, charge and spin: 40.3 kcal per mole
- E_tot: -75224.384 eV
- Strongest force on any atom: 6.00 eV/Å
- E_HOMO: -16.2 eV
- E_LUMO: -10.88 eV

Population analysis type natural (NBO), resulting atomic charges in e: 1.2087 -0.7614 2.4920 -0.7444 -0.4770 -0.5975 -0.6581 0.1124 -0.2095 -0.1631 -0.3555 -0.1613 -0.2011 2.2306 -0.8150 -0.7835 -0.5855 0.3027 -0.1816 -0.0636 -0.1787 0.0962 -0.3785 0.2497 0.2485 0.2570 0.2512 0.2496 0.2559 0.2540 0.2814 0.2754 0.2829 0.2670